Entry 1:
38
Properties=species:S:1:pos:R:3:nbo_charge:R:1 method="wB97M-V/def2-TZVPD" spin_multiplicity=1 lumo_energy_ha=-0.0141 homo_lumo_gap_ev=7.711 homo_ev=-8.09
C 2.83377 2.74572 -0.50696 -0.685
C 2.47690 1.32454 -0.41438 0.351
N 3.42335 0.36453 -0.43990 -0.524
C 2.86268 -0.90283 -0.32406 0.204
C 1.45540 -0.73503 -0.22513 -0.077
C 0.68657 -1.86100 0.02862 -0.192
C 1.31467 -3.11835 0.07737 -0.224
C 2.70656 -3.25441 -0.02023 -0.210
C 3.50622 -2.12093 -0.20400 -0.259
C 1.20722 0.71547 -0.16224 -0.247
C 0.00686 1.37813 0.11523 0.058
C -1.26324 0.77012 -0.20663 -0.047
C -1.51242 -0.16093 -1.25795 -0.186
C -2.75368 -0.79086 -1.37162 -0.228
C -3.79536 -0.52587 -0.47082 0.007
C -5.08126 -1.30350 -0.48961 -0.633
C -3.61377 0.52445 0.42967 -0.226
C -2.40595 1.20623 0.50920 -0.163
H 1.89770 3.29905 -0.66946 0.235
H 3.29357 3.10476 0.43389 0.286
H 3.53266 2.90359 -1.34825 0.224
H 4.42740 0.54328 -0.50305 0.420
H -0.38672 -1.74312 0.19891 0.227
H 0.70150 -4.00404 0.19933 0.215
H 3.16488 -4.23768 0.04255 0.218
H 4.59444 -2.15547 -0.28872 0.216
H 0.01365 2.47013 0.18437 0.263
H -0.72672 -0.45362 -1.96920 0.229
H -2.93283 -1.54904 -2.13877 0.216
H -5.79011 -0.89617 0.23557 0.218
H -5.55107 -1.25758 -1.47600 0.223
H -4.93780 -2.36182 -0.24437 0.225
H -4.42040 0.79783 1.10568 0.214
H -2.26325 2.00849 1.23132 0.219
N 0.12138 1.99715 2.04066 -0.863
C 1.33354 2.39818 2.33690 0.419
N 2.41362 2.80540 2.72215 -0.522
H -0.53993 2.07519 2.83994 0.402



Entry 2:
41
Properties=species:S:1:pos:R:3:nbo_charge:R:1 method="wB97M-V/def2-TZVPD" spin_multiplicity=1 lumo_energy_ha=0.0046 homo_lumo_gap_ev=7.442 homo_ev=-7.32
C -3.34552 -2.10193 1.23920 -0.411
N -3.71950 -1.59022 -0.09797 -0.371
C -4.37278 -0.32374 -0.34573 0.103
N -4.75848 -0.26727 -1.60804 -0.439
C -4.29268 -1.49865 -2.37392 -0.139
C -3.79123 -2.25540 -1.27052 -0.031
H -3.34013 -3.24124 -1.27613 0.208
H -4.43495 -1.39711 -3.40580 0.239
S -4.94305 0.77443 0.84674 0.286
C -4.11013 2.14853 0.10523 -0.656
H -4.30594 3.23116 0.82505 0.262
H -4.81671 2.49331 -0.89772 0.277
C -2.66214 1.78011 -0.35928 0.614
O -2.19596 2.47501 -1.23867 -0.595
N -2.02181 1.24436 0.57355 -0.560
C -0.77841 0.72606 0.79638 0.136
C -0.22836 -0.12630 1.82963 -0.215
C 0.97076 -0.54995 1.88374 -0.196
C 1.96482 -0.21236 0.65229 0.326
C 1.38236 0.43183 -0.27931 -0.346
C 0.09416 0.91963 -0.50986 -0.178
H -0.32017 1.56497 -1.12666 0.238
H 2.05302 0.61838 -1.19698 0.202
O 3.02050 -0.88075 0.95164 -0.487
C 4.17482 -0.18899 -0.06407 0.354
C 4.44483 1.03853 0.07632 -0.346
C 5.53304 1.32964 -0.47748 -0.139
C 6.54204 0.81822 -0.97095 -0.176
C 6.24678 -0.74901 -0.71972 -0.152
C 5.20266 -1.26244 -0.20527 -0.280
H 5.02507 -2.17629 -0.23327 0.213
H 7.05969 -1.41367 -1.31046 0.198
H 7.43896 1.09333 -1.35682 0.226
H 5.63752 2.45574 -0.56714 0.184
H 3.57008 1.62148 0.46517 0.263
H 1.39947 -0.85302 2.69337 0.196
H -0.89159 -0.09416 2.45510 0.165
H -2.54689 1.02967 1.79295 0.371
H -3.80723 -1.44761 1.98333 0.224
H -3.85376 -3.00129 1.38198 0.212
H -2.22314 -2.16298 1.34009 0.222



Entry 3:
41
Properties=species:S:1:pos:R:3:nbo_charge:R:1 method="wB97M-V/def2-TZVPD" spin_multiplicity=1 lumo_energy_ha=-0.0011 homo_lumo_gap_ev=7.991 homo_ev=-8.02
C -1.31057 -4.04280 -0.11228 -0.630
C -2.15986 -2.80701 -0.09556 0.009
C -3.51187 -2.88398 -0.40967 -0.247
C -4.31700 -1.75423 -0.40207 0.027
C -3.76285 -0.52444 -0.07435 -0.267
C -2.41393 -0.43322 0.24120 0.165
C -1.61686 -1.57632 0.22962 -0.231
H -0.56740 -1.49283 0.47693 0.207
N -1.78670 0.76888 0.58299 -0.627
C -2.29166 2.01917 0.60442 0.667
O -3.42958 2.34919 0.35168 -0.607
C -1.24044 3.05286 1.02129 -0.613
H -1.74500 3.98127 1.28680 0.258
H -0.62300 2.69705 1.84441 0.249
S -0.11807 3.51523 -0.34152 0.301
C 1.10531 2.27244 -0.28934 0.031
N 0.94909 1.24148 0.52870 -0.296
N 1.82783 0.28953 0.58818 -0.184
C 2.92234 0.31869 -0.15981 0.102
C 3.16885 1.38922 -1.05199 -0.160
C 2.23700 2.38783 -1.12088 -0.217
H 2.33969 3.23778 -1.77650 0.235
H 4.06056 1.40636 -1.65722 0.226
C 3.83830 -0.79044 -0.02792 0.228
C 5.06006 -1.03041 -0.61644 -0.268
C 5.50147 -2.26988 -0.11348 -0.320
C 4.52361 -2.69455 0.73879 0.116
O 3.52401 -1.81296 0.79544 -0.365
H 4.43564 -3.57890 1.33879 0.208
H 6.41533 -2.77388 -0.35141 0.233
H 5.57863 -0.40516 -1.31382 0.224
H -0.78465 0.68753 0.77974 0.434
H -4.37335 0.36306 -0.06495 0.246
C -5.77764 -1.86126 -0.72192 -0.630
H -6.32769 -2.19228 0.15951 0.219
H -5.94882 -2.58635 -1.51490 0.214
H -6.17745 -0.89832 -1.02849 0.218
H -3.94162 -3.84264 -0.66466 0.200
H -0.28331 -3.81133 0.15725 0.214
H -1.69855 -4.77842 0.59121 0.218
H -1.31820 -4.49499 -1.10342 0.217



Entry 4:
45
Properties=species:S:1:pos:R:3:nbo_charge:R:1 method="wB97M-V/def2-TZVPD" spin_multiplicity=1 lumo_energy_ha=-0.0351 homo_lumo_gap_ev=7.127 homo_ev=-8.08
N -2.33764 1.10698 0.30604 -0.786
C -1.97654 -0.17680 0.09120 0.456
C -2.76429 -1.30282 0.23423 -0.328
C -4.14511 -1.29888 0.61566 -0.054
C -5.15075 -0.43242 0.27947 -0.151
C -5.04465 0.58234 -0.73733 -0.192
C -6.06196 1.41581 -1.01488 -0.251
C -7.33113 1.37214 -0.28888 0.459
O -8.22978 2.18000 -0.48935 -0.549
C -7.44750 0.28231 0.67662 -0.290
C -6.43369 -0.56474 0.92208 -0.129
H -6.54585 -1.36212 1.64415 0.214
H -8.39511 0.19066 1.18670 0.226
H -5.98515 2.15178 -1.80209 0.223
H -4.13963 0.61791 -1.32721 0.220
H -4.41546 -2.16664 1.20793 0.238
C -2.15126 -2.64977 0.13125 0.636
O -2.75633 -3.67005 0.36202 -0.575
N -0.81325 -2.69894 -0.25696 -0.515
C -0.16490 -1.62698 -0.43351 0.287
N -0.65714 -0.35408 -0.26578 -0.253
N 0.20119 0.66468 -0.44279 -0.256
C 1.36582 0.26258 -0.77442 0.115
C 2.51041 1.17433 -0.97075 -0.549
H 3.08463 0.91633 -1.85688 0.235
H 2.12496 2.19110 -1.06016 0.276
C 3.37518 1.15308 0.30914 0.696
O 3.12065 1.91668 1.21449 -0.606
N 4.35324 0.23043 0.38596 -0.430
C 4.81865 -0.66864 -0.64310 -0.250
H 5.00659 -1.63676 -0.16658 0.207
H 4.07477 -0.82639 -1.42012 0.212
C 6.12732 -0.10551 -1.24007 -0.075
O 6.78813 0.72758 -0.31562 -0.513
C 6.71650 0.22386 0.99676 -0.085
H 7.36732 0.85752 1.59975 0.210
C 5.26576 0.28425 1.51853 -0.251
H 5.06422 -0.55127 2.19761 0.198
H 5.07295 1.22153 2.04282 0.248
H 7.10020 -0.80636 1.02723 0.161
H 5.92948 0.52576 -2.10935 0.191
H 6.78168 -0.93613 -1.54559 0.173
S 1.52137 -1.50093 -0.89146 0.357
H -3.22426 1.29618 0.74095 0.424
H -1.59964 1.79041 0.36231 0.426



Entry 5:
39
Properties=species:S:1:pos:R:3:nbo_charge:R:1 method="wB97M-V/def2-TZVPD" spin_multiplicity=1 lumo_energy_ha=0.0233 homo_lumo_gap_ev=7.872 homo_ev=-7.24
O -4.54442 -1.47915 2.86254 -0.668
O 4.39567 1.87064 -3.51327 -0.671
S -0.04698 0.95978 3.36045 0.273
C -0.05551 0.77656 0.25495 0.138
C 1.17331 0.75632 0.91286 -0.077
C -3.46112 -0.81374 0.90388 -0.282
C 4.30268 1.35263 -1.21469 -0.291
C -2.45805 -0.26478 3.01946 -0.297
C -2.42364 -0.16327 0.25820 -0.179
C 3.55653 1.00534 -0.09901 -0.148
C 2.26105 1.75831 -2.44115 -0.349
C -3.47792 -0.87779 2.27836 0.321
C 3.64958 1.72709 -2.38136 0.306
C -1.35365 0.30782 2.37094 -0.163
C -1.29935 0.32023 0.95610 -0.039
C 2.15953 1.04896 -0.14416 -0.137
C 1.52771 1.36421 -1.32066 0.236
N 0.16665 1.23123 -1.05825 -0.370
C -0.87139 1.60985 -2.02546 -0.401
C 2.58710 1.21740 3.01184 -0.618
C 1.65211 -1.07866 2.52913 -0.615
C 1.42240 0.43456 2.37749 -0.141
H -4.43210 -1.58542 3.82918 0.484
H 3.82810 1.93841 -4.30404 0.479
H -4.29241 -1.25190 0.36414 0.226
H 5.39102 1.24127 -1.22797 0.224
H -2.60044 -0.31216 4.09196 0.214
H -2.46300 -0.19547 -0.81994 0.211
H 4.08585 0.66916 0.74538 0.207
H 1.77906 2.00787 -3.40138 0.201
H -1.58905 2.27809 -1.56027 0.214
H -0.41689 2.13339 -2.87671 0.212
H -1.36007 0.73385 -2.47149 0.195
H 2.62466 2.28950 2.72066 0.230
H 3.53467 0.73359 2.79502 0.211
H 2.55610 1.18459 4.07375 0.218
H 2.01065 -1.30381 3.59462 0.208
H 0.69078 -1.53693 2.31439 0.220
H 2.42868 -1.44964 1.87244 0.216



Entry 6:
45
Properties=species:S:1:pos:R:3:nbo_charge:R:1 method="wB97M-V/def2-TZVPD" spin_multiplicity=1 lumo_energy_ha="-0.0925 / -0.0918" homo_lumo_gap_ev="5.357 / 5.386" homo_ev="-7.87 / -7.88"
Ru -0.30395 0.82379 0.86044 1.478
O -2.30851 -0.39803 6.43675 -0.631
C -1.94323 -0.16381 5.16149 0.366
C -2.60946 0.74956 4.34449 -0.283
C -2.15253 0.91450 3.05760 0.130
N -1.12763 0.20676 2.60161 -0.439
C -0.42351 -0.59567 3.39549 0.128
C -0.80840 -0.83042 4.69074 -0.251
C 0.89597 -0.99268 2.76239 0.752
O 1.59696 -1.85184 3.23315 -0.550
O 1.19141 -0.23692 1.71272 -0.636
C -2.57590 2.00764 2.10003 0.744
O -3.57594 2.65400 2.29025 -0.560
O -1.69771 2.21002 1.13095 -0.600
H -3.07338 0.13952 6.66682 0.492
H -3.44277 1.35033 4.68756 0.253
H -0.22379 -1.48107 5.32550 0.265
C -1.48208 -1.26167 -2.37789 -0.651
C -0.61906 -0.30343 -1.58442 0.506
O -1.41373 0.30182 -0.60443 -0.508
C 0.06347 0.76181 -2.42962 -0.183
C 0.09835 0.76206 -3.80719 -0.140
C 0.78684 1.74818 -4.51498 -0.260
C 1.45199 2.78937 -3.84757 -0.190
C 1.42743 2.83684 -2.48290 -0.263
C 0.74130 1.82503 -1.74547 0.364
O 0.73726 1.90839 -0.47341 -0.625
H -1.96052 -1.92802 -1.66193 0.232
H -0.89387 -1.85542 -3.07753 0.218
H -2.25656 -0.72067 -2.92275 0.231
H -0.40844 -0.01983 -4.35586 0.204
H 0.81246 1.70283 -5.59611 0.211
H 1.97133 3.55253 -4.41159 0.216
H 1.90861 3.62468 -1.91880 0.224
C 2.75550 -0.82851 -1.26709 -0.639
C 1.48891 -1.64523 -1.46205 0.108
C 1.60072 -3.02496 -0.84506 -0.621
O 0.36941 -1.00022 -0.82997 -0.579
H 3.62215 -1.42021 -1.56783 0.212
H 2.86061 -0.56060 -0.21518 0.231
H 2.74979 0.08428 -1.86623 0.221
H 1.28021 -1.73555 -2.53339 0.177
H 1.80692 -2.93262 0.22354 0.222
H 2.41290 -3.58705 -1.30960 0.211
H 0.67051 -3.57947 -0.97265 0.212